Below is C14H14LuN2O2S2 as an isolated structure at a distorted geometry, with properties calculated with ωB97M-V/def2-TZVPD.

Geometry (Å):
Lu: 0.30736 0.95405 -1.68881
S: 1.28403 1.89401 0.50050
S: 2.40016 -0.58860 3.63124
O: 2.85543 0.15382 4.78393
O: 2.86962 -1.93907 3.43766
N: 2.50188 0.31259 2.22999
N: -0.76337 -1.05772 -1.48006
C: 0.17508 0.13135 2.44006
C: -0.55829 -2.45145 -1.72053
C: 1.08576 2.29845 -3.53892
C: -1.19281 0.16773 2.15998
C: -2.09133 -0.41198 3.06402
C: 0.40422 1.16000 -4.08061
C: -1.13414 2.41541 -2.88594
C: 0.83346 -2.13204 -2.23163
C: -1.61958 -1.01589 4.24531
C: -0.96655 1.23672 -3.68394
C: 0.62186 -0.55907 3.56911
C: 1.34303 0.68855 1.72895
C: -0.24607 -1.10797 4.49855
C: 0.12986 3.08606 -2.82320
H: 0.99669 -1.95347 -3.29760
H: 2.12091 2.57412 -3.72474
H: 0.83839 0.42541 -4.76360
H: -3.16355 -0.38875 2.86087
H: -1.76390 0.56039 -3.99360
H: 1.69209 -2.14091 -1.54763
H: -1.53312 0.64027 1.23070
H: -1.23100 -2.86731 -2.49382
H: -2.32914 -1.41243 4.97433
H: -0.55611 -3.06883 -0.79948
H: 0.31072 4.06225 -2.36889
H: -2.08107 2.80985 -2.50643
H: -1.70464 -0.90347 -1.12279
H: 0.16410 -1.57208 5.39703

Output
- LUMO level (spin up / spin down) (eV) = 2.28 / 2.28
- energy relative to the best compared isomer or geometry (same formula, charge and spin) (kJ/mol) = 191.6
- frontier orbital gap (spin up / spin down) (eV) = 3.98 / 3.96
- HOMO level (spin up / spin down) (eV) = -1.699 / -1.687
- net charge = -1

The molecule's natural (NBO) atomic charges, reported in e, are given here: number 1, Lu, carries 1.551; number 2, S, carries -0.300; number 3, S, carries 2.278; number 4, O, carries -0.925; number 5, O, carries -0.916; number 6, N, carries -0.727; number 7, N, carries -1.113; number 8, C, carries -0.052; number 9, C, carries -0.257; number 10, C, carries -0.400; number 11, C, carries -0.167; number 12, C, carries -0.214; number 13, C, carries -0.365; number 14, C, carries -0.431; number 15, C, carries -0.721; number 16, C, carries -0.200; number 17, C, carries -0.371; number 18, C, carries -0.303; number 19, C, carries 0.161; number 20, C, carries -0.199; number 21, C, carries -0.385; number 22, H, carries 0.177; number 23, H, carries 0.242; number 24, H, carries 0.251; number 25, H, carries 0.214; number 26, H, carries 0.250; number 27, H, carries 0.193; number 28, H, carries 0.232; number 29, H, carries 0.144; number 30, H, carries 0.210; number 31, H, carries 0.153; number 32, H, carries 0.242; number 33, H, carries 0.241; number 34, H, carries 0.281; number 35, H, carries 0.227